# 1
Density functional theory data (wB97M-V/def2-TZVPD) for C21H26F4N6ORbSe as an isolated structure.

Geometry as ORCA input:
```
! RIJCOSX wB97M-V def2-TZVPD def2/J DEFGRID3
* xyz 1 1
H 1.65 -1.70 1.64
H -5.44 0.51 -1.97
C 2.71 0.90 -2.95
H -2.42 -0.11 3.80
C 2.39 -2.48 -0.81
C -5.07 0.00 1.37
H -1.33 -1.40 4.35
H 0.72 2.56 1.39
F 3.17 2.40 0.82
C 2.63 -2.96 -3.26
H 1.93 -2.28 -3.74
O -1.56 -2.76 -1.00
C 1.74 0.66 -2.02
C 2.93 1.90 -0.42
C 4.14 -1.57 -1.82
H -0.97 0.27 4.76
N 0.73 0.86 0.14
C 0.71 1.47 1.46
F 0.68 -0.12 -2.41
H -0.56 1.78 3.13
C 4.14 -1.16 -0.52
H -5.84 -1.20 -0.24
N 3.05 -1.73 0.08
Rb -1.76 0.82 -1.28
C 3.90 2.15 -1.38
C 2.70 -1.51 1.49
H -3.88 3.15 1.02
F 2.57 0.33 -4.17
H -4.88 2.83 -2.41
H -5.26 -0.75 2.13
H -4.29 1.45 2.74
C -0.53 1.10 2.27
H -2.08 -1.00 1.49
H -1.46 1.31 1.69
H -0.95 -2.22 2.13
H 2.17 -3.92 -3.08
F 4.96 2.88 -1.01
N 3.05 -2.38 -1.98
C 1.74 1.15 -0.67
C -4.53 1.23 1.71
H 4.80 -0.50 0.00
H 3.30 -2.17 2.12
N -0.55 -0.26 2.78
C -4.30 2.19 0.74
C -1.02 -1.19 1.77
H -4.22 3.82 -1.27
N -0.49 -2.37 -1.13
N -4.28 2.87 -1.60
H 2.91 -0.47 1.72
C -5.40 -0.25 0.04
H 3.51 -3.08 -3.88
H -0.41 -1.06 0.88
C -5.17 0.71 -0.94
C -4.62 1.94 -0.60
Se 0.97 -3.65 -0.44
H 4.79 -1.32 -2.63
H 1.57 1.19 2.08
H 4.59 1.88 -3.41
C 3.83 1.66 -2.67
C -1.36 -0.38 3.98
*
```

Summary:
HOMO energy: -9.2 eV
relative energy (zero: lowest compared OMol25 entry of this formula, charge and spin): 2.003 eV
E_LUMO: -3.88 eV
HOMO-LUMO gap: 5.32 eV

---

# 2
Density functional theory data (wB97M-V/def2-TZVPD) for an isolated molecule of C8H9BrS in a non-equilibrium geometry.

Geometry as ORCA input:
```
! RIJCOSX wB97M-V def2-TZVPD def2/J DEFGRID3
* xyz 0 1
H 2.01 -2.49 0.95
C -0.87 -0.15 -0.29
H -0.92 -1.71 1.07
C 1.33 -3.00 1.60
H -2.52 2.33 -1.84
Br 1.12 0.98 3.36
C -1.02 2.57 -0.44
C -1.74 0.49 -1.18
C 0.02 0.01 2.02
H 2.02 -3.29 2.54
H -0.65 -1.19 -0.61
S -0.04 -1.75 2.31
H -2.27 -0.07 -1.94
H 0.18 2.63 1.24
H 0.88 -3.85 1.10
H -0.87 3.57 -0.76
C -0.37 2.01 0.63
C -1.85 1.79 -1.10
C -0.39 0.61 0.84
*
```

Summary:
HOMO energy: -6.9 eV
relative energy (zero: lowest compared OMol25 entry of this formula, charge and spin): 3.074 eV
E_LUMO: 0.29 eV
HOMO-LUMO gap: 7.20 eV

---

Number 1 is which compound? C21H26F4N6ORbSe

---

Look up the E_LUMO of the second one. 0.29 eV

---

Copy entry 2 word for word.
Density functional theory data (wB97M-V/def2-TZVPD) for an isolated molecule of C8H9BrS in a non-equilibrium geometry.

Geometry as ORCA input:
```
! RIJCOSX wB97M-V def2-TZVPD def2/J DEFGRID3
* xyz 0 1
H 2.01 -2.49 0.95
C -0.87 -0.15 -0.29
H -0.92 -1.71 1.07
C 1.33 -3.00 1.60
H -2.52 2.33 -1.84
Br 1.12 0.98 3.36
C -1.02 2.57 -0.44
C -1.74 0.49 -1.18
C 0.02 0.01 2.02
H 2.02 -3.29 2.54
H -0.65 -1.19 -0.61
S -0.04 -1.75 2.31
H -2.27 -0.07 -1.94
H 0.18 2.63 1.24
H 0.88 -3.85 1.10
H -0.87 3.57 -0.76
C -0.37 2.01 0.63
C -1.85 1.79 -1.10
C -0.39 0.61 0.84
*
```

Summary:
HOMO energy: -6.9 eV
relative energy (zero: lowest compared OMol25 entry of this formula, charge and spin): 3.074 eV
E_LUMO: 0.29 eV
HOMO-LUMO gap: 7.20 eV